DFT (ωB97M-V/def2-TZVPD) results for a cluster of 14 separate species, C31H49BN15O4 in total at a distorted geometry.

Structure (XYZ):
```
100
Properties=species:S:1:pos:R:3:forces:R:3
O -2.072008 3.122529 -0.789627 -0.61 1.37 2.10
N -2.050685 2.532485 -1.866508 0.62 -5.99 6.52
O -3.303056 2.036453 -2.013649 -3.51 0.58 -4.26
C -3.850197 2.428581 -3.332858 -1.17 0.32 -0.58
C -5.354657 3.022139 -3.064576 1.68 -0.11 1.43
C -6.486723 2.106716 -2.310940 -2.03 0.74 1.10
O -7.192474 3.122852 -1.465602 0.67 -1.44 -0.39
B -6.524218 4.446838 -1.685409 0.65 -1.32 -0.53
O -5.123648 4.013482 -2.001393 -0.04 -0.90 -2.32
H -3.199502 3.332808 -3.760528 -1.52 -2.04 0.95
H -3.797207 1.509061 -4.055123 -0.18 1.78 1.36
H -5.675803 3.463005 -4.099854 0.11 -0.65 1.98
H -7.377683 1.644577 -2.924328 2.10 0.71 0.45
H -6.171561 1.289269 -1.535047 0.23 1.33 -1.85
H -6.908522 4.834263 -2.736035 -0.89 1.15 -0.91
H -6.586647 5.228843 -0.780776 -0.07 0.14 0.56
C -2.916840 -1.593998 -0.534648 -0.04 0.12 0.06
C -4.323340 -1.504467 -0.961231 -1.13 0.19 -0.32
N -5.434571 -1.433713 -1.298215 1.71 -0.24 0.52
H -2.661734 -0.809179 0.185272 -0.24 -0.05 -0.16
H -2.699604 -2.554841 -0.056198 -0.27 0.34 -0.18
H -2.230012 -1.491719 -1.381453 -0.48 0.10 0.14
C 0.436608 -2.527001 -3.177608 0.10 0.14 -0.16
C -0.217431 -3.002576 -1.947042 -0.45 -0.54 1.09
N -0.734161 -3.378353 -0.974838 1.22 0.27 -1.77
H 1.043205 -3.311420 -3.642401 -0.17 0.01 0.27
H -0.294896 -2.199019 -3.923703 -0.05 -0.10 0.29
H 1.100575 -1.678639 -2.980881 -0.15 -0.16 0.17
C 0.166259 3.519475 1.692810 -0.15 0.01 -0.11
C 1.252930 3.229006 2.643075 0.87 -0.23 0.76
N 2.111498 2.999516 3.393806 -1.30 0.33 -1.16
H 0.533576 4.050452 0.808250 0.05 -0.13 0.23
H -0.319576 2.603060 1.341420 0.22 0.08 0.08
H -0.610787 4.144341 2.145594 0.25 -0.09 0.05
C -6.163392 2.115436 1.600963 0.07 0.04 -0.06
C -6.817431 1.639861 2.831529 -0.44 -0.38 0.94
N -7.334161 1.264084 3.803733 0.79 0.56 -1.40
H -5.556795 1.331017 1.136170 -0.20 0.00 0.18
H -6.894896 2.443418 0.854869 0.01 0.00 -0.03
H -5.499425 2.963798 1.797690 -0.21 -0.12 0.10
C -3.453415 -6.234327 0.721626 0.00 -0.17 -0.14
C -3.222319 -4.940482 1.385546 0.22 1.18 0.61
N -3.039697 -3.918281 1.910099 -0.36 -1.81 -0.78
H -2.511834 -6.730873 0.464384 -0.07 0.28 0.14
H -4.017599 -6.921844 1.360643 0.11 0.27 0.02
H -4.021237 -6.116578 -0.207343 0.10 0.22 0.22
C 4.291299 0.264480 3.184188 -0.15 0.16 0.06
C 4.691135 -0.999097 2.542523 0.32 -0.98 -0.53
N 5.007055 -1.997375 2.035536 -0.40 1.54 0.87
H 5.048044 1.044338 3.048306 -0.04 -0.29 -0.11
H 3.352854 0.648867 2.770794 0.18 -0.22 -0.05
H 4.143513 0.141618 4.262304 0.09 -0.20 -0.23
C 1.897833 3.098061 -2.690506 0.08 -0.65 0.02
C 0.446553 3.046701 -2.446829 1.12 -0.78 -0.07
N -0.700050 3.006170 -2.254321 3.40 5.62 -4.90
H 2.155881 3.855216 -3.438459 -0.28 0.00 0.13
H 2.452778 3.342055 -1.778459 -0.29 -0.05 -0.04
H 2.280905 2.139244 -3.055468 0.02 0.01 0.08
C 7.883160 0.527758 0.177366 0.18 -0.04 0.10
C 6.476660 0.617289 -0.249217 -1.21 0.04 -0.37
N 5.365429 0.688043 -0.586201 1.81 -0.04 0.48
H 8.138266 1.312577 0.897287 -0.20 -0.11 -0.15
H 8.100396 -0.433085 0.655817 -0.27 0.14 -0.09
H 8.569988 0.630037 -0.669438 -0.29 0.02 0.04
C 6.146585 -3.466826 4.976319 -0.08 -0.27 -0.10
C 6.377681 -2.172981 5.640239 0.19 1.06 0.52
N 6.560303 -1.150781 6.164792 -0.29 -1.60 -0.88
H 7.088166 -3.963372 4.719077 -0.05 0.29 0.14
H 5.582401 -4.154344 5.615336 0.11 0.30 0.08
H 5.578763 -3.349077 4.047350 0.13 0.25 0.18
C 6.097833 -0.077506 -4.640266 0.25 0.01 -0.02
C 4.646553 -0.128865 -4.396588 -1.33 -0.04 0.27
N 3.499950 -0.169396 -4.204080 1.92 0.07 -0.38
H 6.355881 0.679649 -5.388219 -0.28 -0.09 0.12
H 6.652778 0.166489 -3.728219 -0.35 -0.04 -0.03
H 6.480905 -1.036323 -5.005228 -0.30 0.09 0.08
C 8.628453 2.635452 4.475900 -0.14 0.13 0.18
C 9.525358 1.869919 3.593998 0.77 -0.66 -0.73
N 10.233930 1.265075 2.897227 -1.20 1.00 1.08
H 7.604450 2.660141 4.088456 0.25 -0.14 -0.08
H 8.583631 2.203077 5.481071 0.12 -0.12 -0.28
H 8.958077 3.674069 4.584958 0.12 -0.24 -0.18
C -1.871547 0.930574 3.546632 -0.18 0.10 0.14
C -0.974642 0.165041 2.664729 0.75 -0.67 -0.73
N -0.266070 -0.439803 1.967959 -1.09 1.05 1.12
H -2.895550 0.955263 3.159188 0.25 -0.13 -0.12
H -1.916369 0.498199 4.551803 0.15 -0.09 -0.27
H -1.541923 1.969191 3.655690 0.11 -0.24 -0.16
C -0.802167 2.660200 -6.653984 0.22 0.01 0.00
C -2.253447 2.608840 -6.410307 -1.33 -0.03 0.12
N -3.400050 2.568309 -6.217798 2.02 0.09 -0.70
H -0.544119 3.417355 -7.401937 -0.27 -0.09 0.12
H -0.247222 2.904194 -5.741937 -0.31 -0.04 -0.02
H -0.419095 1.701383 -7.018946 -0.28 0.09 0.09
C -5.471547 -9.156854 3.289282 -0.16 0.12 0.14
C -4.574642 -9.922387 2.407379 0.80 -0.69 -0.78
N -3.866070 -10.527231 1.710608 -1.18 1.03 1.16
H -6.495550 -9.132165 2.901838 0.27 -0.12 -0.11
H -5.516369 -9.589229 4.294453 0.16 -0.07 -0.26
H -5.141923 -8.118236 3.398340 0.10 -0.23 -0.13
```
Positions in Å, forces in eV/Å.

Properties
Kohn-Sham gap: 5.045 eV
Total charge: -1
ΔE to the lowest compared entry with this formula, charge and spin: 153.9 kcal per mole
Maximum force: 8.879 eV/A

These are the Mulliken partial charges, in e, on atoms 1 to 8: atom 1 (O): -0.624, atom 2 (N): 0.719, atom 3 (O): -0.193, atom 4 (C): -0.396, atom 5 (C): 0.144, atom 6 (C): -0.026, atom 7 (O): -0.731, atom 8 (B): 1.242